{
  "formula": "C54H120B4F16FeN6",
  "method": "ωB97M-V/def2-TZVPD",
  "e_lumo_ev": [-6.3, -6.3],
  "charge": 4,
  "fmax_ev_per_a": 4.82,
  "s_squared": 6.00,
  "relative_energy_kj_mol": 0.0,
  "orbital_gap_ev": [11.68, 9.68],
  "multiplicity": 5,
  "elements": ["Fe", "C", "C", "C", "N", "C", "C", "C", "C", "C", "C", "H", "H", "H", "H", "H", "H", "H", "H", "H", "H", "H", "H", "H", "H", "H", "H", "H", "H", "H", "H", "C", "C", "C", "N", "C", "C", "C", "C", "C", "C", "H", "H", "H", "H", "H", "H", "H", "H", "H", "H", "H", "H", "H", "H", "H", "H", "H", "H", "H", "H", "C", "C", "C", "N", "C", "C", "C", "C", "C", "C", "H", "H", "H", "H", "H", "H", "H", "H", "H", "H", "H", "H", "H", "H", "H", "H", "H", "H", "H", "H", "C", "C", "C", "N", "C", "C", "C", "C", "C", "C", "H", "H", "H", "H", "H", "H", "H", "H", "H", "H", "H", "H", "H", "H", "H", "H", "H", "H", "H", "H", "C", "C", "C", "N", "C", "C", "C", "C", "C", "C", "H", "H", "H", "H", "H", "H", "H", "H", "H", "H", "H", "H", "H", "H", "H", "H", "H", "H", "H", "H", "C", "C", "C", "N", "C", "C", "C", "C", "C", "C", "H", "H", "H", "H", "H", "H", "H", "H", "H", "H", "H", "H", "H", "H", "H", "H", "H", "H", "H", "H", "B", "F", "F", "F", "F", "B", "F", "F", "F", "F", "B", "F", "F", "F", "F", "B", "F", "F", "F", "F"],
  "xyz": [[0.21182, -0.02961, 0.58868], [-3.93622, 1.87829, -1.53767], [-4.83222, 1.71097, -2.65769], [-6.30350, 2.31815, -2.47363], [-7.35236, 2.12285, -3.57980], [-8.69485, 2.88962, -3.20223], [-9.84794, 2.34124, -4.18506], [-9.88619, 0.80417, -4.22199], [-8.54307, 0.16807, -4.57640], [-7.50169, 0.55574, -3.63241], [-6.92247, 2.72046, -4.90490], [-4.32342, 1.55636, -0.57095], [-3.74699, 2.95168, -1.54862], [-2.98132, 1.38880, -1.72918], [-4.83771, 0.64112, -2.86623], [-4.33426, 2.11730, -3.53806], [-6.26595, 3.39131, -2.28654], [-6.81991, 1.90817, -1.60568], [-8.93960, 2.62810, -2.17276], [-8.45418, 3.95270, -3.19705], [-10.79858, 2.64104, -3.74403], [-9.80031, 2.77576, -5.18356], [-10.33291, 0.50213, -3.27473], [-10.58972, 0.62736, -5.03555], [-8.74763, -0.88772, -4.39873], [-8.24272, 0.26839, -5.61938], [-7.73407, 0.28807, -2.60166], [-6.53293, 0.09686, -3.83003], [-7.66366, 2.71143, -5.70406], [-5.97969, 2.28067, -5.23023], [-6.75857, 3.77539, -4.68500], [1.73164, -3.83844, 3.94129], [1.57095, -2.81396, 5.12590], [0.35366, -1.91272, 4.88946], [-0.31462, -1.16023, 6.10111], [-1.60961, -0.44632, 5.54875], [-2.24822, 0.45502, 6.54874], [-1.15871, 1.54342, 6.97659], [0.10918, 0.93287, 7.50841], [0.73702, -0.07075, 6.60421], [-0.69125, -2.22547, 7.20969], [0.88928, -4.52208, 4.04689], [2.70572, -4.30967, 4.07246], [1.58738, -3.43001, 2.94105], [2.46553, -2.20234, 5.24316], [1.57679, -3.41058, 6.03810], [-0.50712, -2.47676, 4.53027], [0.52016, -1.15649, 4.12232], [-1.29990, 0.18572, 4.71645], [-2.27212, -1.22637, 5.17366], [-3.09679, 1.07236, 6.25390], [-2.65950, -0.13949, 7.36452], [-1.10871, 2.20447, 6.11137], [-1.54505, 2.26900, 7.69239], [0.76186, 1.79425, 7.65037], [-0.07644, 0.55449, 8.51363], [1.05179, 0.45950, 5.70540], [1.61469, -0.56564, 7.02000], [-1.43609, -2.93389, 6.84711], [-1.14216, -1.62020, 7.99608], [0.17841, -2.77135, 7.57551], [2.33908, -4.16967, -1.88556], [3.44056, -3.90651, -0.72026], [4.67723, -4.82503, -0.82097], [5.88578, -4.45388, 0.13421], [7.01997, -5.46837, -0.24099], [8.29662, -5.23681, 0.62484], [8.80594, -3.73193, 0.48923], [7.65337, -2.67802, 0.49926], [6.32882, -2.98836, -0.14918], [5.43634, -4.55013, 1.68655], [2.67911, -3.65074, -2.78176], [1.35555, -3.90857, -1.49491], [2.19072, -5.21309, -2.16371], [2.92655, -4.17038, 0.20401], [3.53589, -2.82144, -0.67990], [5.03855, -4.77166, -1.84796], [4.39639, -5.86918, -0.68324], [7.08314, -5.41049, -1.32762], [6.58921, -6.43268, 0.02855], [9.15376, -5.87115, 0.39895], [8.09591, -5.53306, 1.65443], [9.33181, -3.70080, -0.46502], [9.57296, -3.47370, 1.21936], [8.03631, -1.78354, 0.00799], [7.55442, -2.42637, 1.55519], [6.45460, -2.91242, -1.22923], [5.63671, -2.21204, 0.17703], [4.85234, -5.46027, 1.82328], [4.82810, -3.68532, 1.95157], [6.38787, -4.54744, 2.21822], [-1.47672, -5.65891, 0.42933], [-1.70474, -5.21379, -1.13259], [-2.69266, -4.07725, -1.06324], [-3.13800, -3.40284, -2.43122], [-4.24324, -4.27794, -3.26358], [-5.57510, -4.27423, -2.48170], [-6.03938, -2.86124, -2.17841], [-4.99561, -2.02732, -1.36208], [-3.67735, -1.96090, -2.11940], [-1.94369, -3.09813, -3.38194], [-0.59604, -6.28199, 0.58510], [-2.35333, -6.16115, 0.83850], [-1.13700, -4.82413, 1.04237], [-2.00918, -6.04315, -1.77101], [-0.73849, -4.84814, -1.48009], [-2.15468, -3.40291, -0.39695], [-3.64404, -4.27973, -0.57132], [-3.84537, -5.28945, -3.34518], [-4.37090, -3.86364, -4.26365], [-5.60851, -4.79150, -1.52284], [-6.31518, -4.74634, -3.12784], [-6.95615, -3.05406, -1.62123], [-6.39949, -2.33031, -3.05962], [-4.91444, -2.47869, -0.37325], [-5.41707, -1.03895, -1.17881], [-2.89421, -1.43182, -1.57639], [-3.80759, -1.36870, -3.02517], [-1.50343, -4.01461, -3.77480], [-1.17670, -2.72860, -2.70131], [-2.15502, -2.35300, -4.14890], [6.42093, 0.53626, 1.39485], [5.70137, 1.35850, 2.48024], [5.06562, 2.73820, 2.01311], [4.27003, 3.62650, 3.04182], [3.08827, 2.81207, 3.68710], [2.16132, 3.74394, 4.52894], [1.69690, 4.90063, 3.75664], [2.83567, 5.70800, 3.25074], [3.70545, 4.85160, 2.33207], [5.20475, 4.01618, 4.16441], [5.76063, 0.39730, 0.53881], [6.71173, -0.46022, 1.72736], [7.32989, 1.01128, 1.02572], [6.44120, 1.51920, 3.26441], [4.87227, 0.78027, 2.88809], [4.35598, 2.55175, 1.20704], [5.80660, 3.42403, 1.60239], [2.51111, 2.38439, 2.86729], [3.55101, 2.07953, 4.34843], [1.46104, 3.00175, 4.91216], [2.66872, 4.14638, 5.40569], [1.12768, 4.67706, 2.85436], [1.01575, 5.59388, 4.25013], [2.56598, 6.69112, 2.86494], [3.46469, 6.00467, 4.09004], [3.19038, 4.50731, 1.43526], [4.57335, 5.42493, 2.00628], [5.97775, 4.64742, 3.72612], [5.72457, 3.08787, 4.40132], [4.63593, 4.46880, 4.97662], [-2.41528, 2.46934, -5.84429], [-1.14929, 2.52442, -5.04342], [-0.35036, 3.79952, -5.22485], [1.00992, 3.87579, -4.37189], [0.79283, 3.53875, -2.85207], [1.93328, 3.90895, -1.88841], [2.25434, 5.36086, -2.08180], [2.54222, 5.75604, -3.52058], [1.46730, 5.31425, -4.47079], [2.17783, 2.98427, -4.86561], [-2.29195, 2.39644, -6.92484], [-3.06094, 3.31007, -5.59055], [-2.98768, 1.58594, -5.56135], [-0.50628, 1.68695, -5.31414], [-1.41992, 2.43404, -3.99143], [-1.06361, 4.55356, -4.89198], [0.02180, 4.06633, -6.21399], [-0.18381, 3.92845, -2.56503], [0.52333, 2.48277, -2.83267], [1.63809, 3.66262, -0.86846], [2.77467, 3.31188, -2.24006], [1.44348, 5.97978, -1.69767], [3.15088, 5.63385, -1.52522], [2.62621, 6.83191, -3.67405], [3.57783, 5.51602, -3.76139], [0.56038, 5.86586, -4.22318], [1.76830, 5.53142, -5.49565], [2.43231, 3.09707, -5.91947], [2.05542, 1.94180, -4.57174], [3.04915, 3.38989, -4.35145], [0.75475, -0.35539, -2.10013], [1.77507, -0.29394, -3.02049], [0.92989, 0.59116, -1.16062], [-0.44712, -0.09751, -2.72251], [0.56406, -1.49583, -1.35286], [-1.72463, -1.33671, 1.56500], [-1.27643, -1.41851, 0.27407], [-2.92746, -0.59284, 1.63066], [-1.91919, -2.60064, 2.11919], [-0.76574, -0.66228, 2.24449], [-1.06338, 2.21939, 1.03222], [-0.77314, 3.45456, 0.56817], [-1.25094, 1.29881, -0.00823], [0.00467, 1.65330, 1.65141], [-2.13900, 2.17383, 1.84824], [2.57486, -0.56344, 1.66289], [3.84889, -1.05865, 1.50952], [1.63305, -1.44122, 1.16529], [2.19709, -0.31150, 2.91491], [2.44243, 0.58178, 0.92578]],
  "mulliken_spin": [3.819, 0.001, 0.000, 0.000, 0.000, 0.000, 0.000, 0.000, 0.000, 0.000, 0.000, 0.000, 0.000, 0.001, 0.000, 0.000, 0.000, 0.000, 0.000, 0.000, 0.000, 0.000, 0.000, 0.000, 0.000, 0.000, 0.000, 0.000, 0.000, 0.000, 0.000, 0.000, 0.000, 0.001, 0.000, 0.001, 0.000, 0.000, 0.000, 0.000, 0.000, 0.000, 0.000, 0.000, 0.000, 0.000, 0.000, -0.004, 0.000, 0.000, 0.000, 0.000, 0.000, 0.000, 0.000, 0.000, 0.000, 0.000, 0.000, 0.000, 0.000, 0.000, 0.001, 0.000, 0.000, 0.000, 0.000, 0.000, 0.000, 0.000, 0.000, 0.000, 0.000, 0.000, 0.000, -0.001, 0.000, 0.000, 0.000, 0.000, 0.000, 0.000, 0.000, 0.000, 0.000, 0.000, 0.000, 0.000, 0.000, 0.000, 0.000, 0.000, 0.000, -0.003, 0.000, 0.000, 0.000, 0.000, 0.000, -0.001, 0.000, 0.000, 0.000, 0.000, 0.000, 0.000, 0.002, 0.000, 0.000, 0.000, 0.000, 0.000, 0.000, 0.000, 0.000, 0.000, 0.001, 0.000, 0.000, 0.000, 0.000, 0.000, 0.000, 0.000, 0.000, -0.001, -0.001, 0.000, 0.000, 0.000, 0.000, 0.000, 0.000, 0.000, 0.000, 0.001, 0.000, 0.000, -0.001, 0.000, 0.000, 0.000, 0.000, 0.000, 0.000, 0.000, 0.000, 0.000, 0.000, 0.000, 0.000, 0.000, 0.000, 0.000, 0.000, 0.001, 0.001, 0.000, 0.000, 0.000, 0.000, 0.000, 0.000, 0.000, 0.000, 0.000, 0.000, 0.000, 0.000, 0.000, -0.001, 0.000, 0.000, 0.000, 0.000, 0.000, 0.000, 0.000, 0.000, 0.000, 0.000, -0.005, -0.001, 0.032, 0.002, 0.003, 0.029, 0.015, 0.000, -0.002, 0.014, 0.003, 0.000, 0.024, 0.044, -0.001, -0.029, 0.003, 0.028, 0.007, 0.016]
}